No. 1
Here is 2 unconnected molecules or ions with the total composition C5H6Cl2O in a non-equilibrium geometry from OMol25. Energies are from the ωB97M-V functional and the def2-TZVPD basis.

Gap between HOMO and LUMO (spin up / spin down) = 0.33870 / 0.20479 hartree
Energy above the lowest of the compared OMol25 structures with the same formula, charge and spin = 86.1 kcal/mol
Net charge = 0

XYZ file:
```
14
Properties=species:S:1:pos:R:3:lowdin_charge:R:1
C 0.049 0.790 -1.965 0.036
C 0.355 -0.113 -0.961 -0.458
C -0.232 0.974 3.047 -0.519
C -0.556 -1.300 -0.677 -0.052
C 1.182 0.235 0.062 -0.580
O -1.251 1.356 2.650 0.011
Cl -0.350 -0.614 3.957 0.499
Cl 1.964 1.731 0.197 0.664
H -0.502 0.337 -2.844 0.084
H 0.492 1.823 -2.060 0.059
H -0.759 -1.638 0.307 0.066
H -0.418 -2.102 -1.386 0.077
H -1.517 -0.938 -0.967 0.066
H 1.543 -0.541 0.642 0.048
```


No. 2
Here is 2 unconnected molecules or ions with the total composition C8H16NSi in a non-equilibrium geometry from OMol25. Energies are from the ωB97M-V functional and the def2-TZVPD basis.

Gap between HOMO and LUMO = 0.24743 hartree
Net charge = +1

XYZ file:
```
26
Properties=species:S:1:pos:R:3:lowdin_charge:R:1
C -1.941 0.023 0.306 -0.072
C -0.694 -0.814 0.108 -0.281
C -0.636 -1.948 -0.672 -0.071
C 0.510 -2.690 -0.805 -0.069
C 1.667 -2.284 -0.168 -0.039
C 1.635 -1.135 0.601 -0.328
C 2.876 -0.587 1.308 -0.312
Si 3.341 1.030 0.411 0.660
C 0.470 -0.408 0.749 -0.055
H -1.667 1.072 0.497 0.062
H -2.529 -0.352 1.152 0.090
H -2.532 0.010 -0.627 0.059
H -1.534 -2.269 -1.203 0.114
H 0.535 -3.594 -1.409 0.114
H 2.604 -2.832 -0.244 0.121
H 2.596 -0.383 2.350 0.079
H 3.693 -1.316 1.323 0.074
H 4.704 1.488 0.725 -0.085
H 3.231 0.746 -1.038 -0.063
H 2.307 2.039 0.731 -0.078
H 0.464 0.486 1.372 0.108
N -3.821 2.744 -1.094 0.331
H -3.032 2.429 -1.664 0.158
H -4.305 1.929 -0.707 0.155
H -3.476 3.329 -0.328 0.164
H -4.469 3.286 -1.672 0.164
```


Copy entry 2 word for word.
Here is 2 unconnected molecules or ions with the total composition C8H16NSi in a non-equilibrium geometry from OMol25. Energies are from the ωB97M-V functional and the def2-TZVPD basis.

Gap between HOMO and LUMO = 0.24743 hartree
Net charge = +1

XYZ file:
```
26
Properties=species:S:1:pos:R:3:lowdin_charge:R:1
C -1.941 0.023 0.306 -0.072
C -0.694 -0.814 0.108 -0.281
C -0.636 -1.948 -0.672 -0.071
C 0.510 -2.690 -0.805 -0.069
C 1.667 -2.284 -0.168 -0.039
C 1.635 -1.135 0.601 -0.328
C 2.876 -0.587 1.308 -0.312
Si 3.341 1.030 0.411 0.660
C 0.470 -0.408 0.749 -0.055
H -1.667 1.072 0.497 0.062
H -2.529 -0.352 1.152 0.090
H -2.532 0.010 -0.627 0.059
H -1.534 -2.269 -1.203 0.114
H 0.535 -3.594 -1.409 0.114
H 2.604 -2.832 -0.244 0.121
H 2.596 -0.383 2.350 0.079
H 3.693 -1.316 1.323 0.074
H 4.704 1.488 0.725 -0.085
H 3.231 0.746 -1.038 -0.063
H 2.307 2.039 0.731 -0.078
H 0.464 0.486 1.372 0.108
N -3.821 2.744 -1.094 0.331
H -3.032 2.429 -1.664 0.158
H -4.305 1.929 -0.707 0.155
H -3.476 3.329 -0.328 0.164
H -4.469 3.286 -1.672 0.164
```


- Number 1 is which compound?
  C5H6Cl2O


- Look up the net charge of the second one.
  +1